[1]
C20H24CoF9N3OSbSe4 as an isolated structure at a distorted geometry. Source: OMol25; level of theory: wB97M-V/def2-TZVPD.

```
! wB97M-V def2-TZVPD RIJCOSX def2/J DEFGRID3
* xyz -1 4
Co -0.24278 -0.99816 0.56980
N 2.45663 -2.68065 1.24834
C 1.27677 -3.40124 1.12285
C 1.38358 -4.74995 0.77585
C 0.24820 -5.53621 0.73037
C -0.95666 -4.96678 1.13180
C -0.97156 -3.63555 1.48373
N 0.09895 -2.82287 1.42049
C 2.69858 -1.33182 1.26711
C 3.98665 -0.91126 1.65049
C 4.28237 0.43288 1.67841
C 3.29305 1.33420 1.31050
C 2.06957 0.83274 0.91456
N 1.75872 -0.46233 0.89123
H 3.28773 -3.25301 1.26231
H 2.35055 -5.15751 0.51820
H 0.30090 -6.56407 0.39965
H -1.86506 -5.54552 1.16735
H -1.88590 -3.17042 1.83635
H 4.73185 -1.64417 1.92015
H 5.26361 0.77635 1.96879
H 3.46228 2.39844 1.32345
H 1.29050 1.51165 0.60016
Se -0.20131 -3.23073 -2.03962
Se -2.36907 -3.75935 -2.26574
Se -3.68387 -2.72309 -0.51939
Se -2.57590 -0.93037 0.34361
F -2.18951 3.86422 2.46891
C -1.39298 2.97528 1.85843
F -0.19538 3.56361 1.72638
F -1.87669 2.82699 0.62009
C -1.25852 1.57495 2.54897
O -0.77149 0.73293 1.68123
C -2.68810 1.20353 3.06443
F -3.63374 1.45006 2.15369
F -3.03059 1.90910 4.15994
F -2.78194 -0.07912 3.39265
C -0.35026 1.73286 3.82284
F -0.61835 0.81358 4.75768
F 0.93931 1.58794 3.51048
F -0.45702 2.93229 4.42585
C -0.48847 4.16917 -1.88846
C 0.33074 2.98534 -2.34432
Sb -0.32257 1.01842 -1.58048
C -1.78218 0.61923 -3.18392
C -3.21863 0.97634 -2.83461
C 1.37475 0.04785 -2.58479
C 1.39944 0.10392 -4.09760
H -0.15469 5.08468 -2.38320
H -0.40039 4.32136 -0.81662
H -1.53806 4.01514 -2.12775
H 1.37333 3.10618 -2.05525
H 0.29404 2.90600 -3.42617
H -1.71818 -0.44804 -3.40440
H -1.44889 1.18794 -4.05320
H -3.59468 0.32614 -2.04292
H -3.86008 0.84015 -3.70784
H -3.30829 2.00843 -2.49284
H 1.36495 -0.99548 -2.26860
H 2.27303 0.50988 -2.17122
H 0.48674 -0.31641 -4.51165
H 2.23372 -0.49147 -4.47141
H 1.52122 1.12585 -4.45516
*
```

LUMO (spin up / spin down): 2.136 / 2.124 eV
F_max: 1.57 eV Å⁻¹



[2]
C30H26CoN10O6S2Se as an isolated structure. Source: OMol25; level of theory: wB97M-V/def2-TZVPD.

```
! wB97M-V def2-TZVPD RIJCOSX def2/J DEFGRID3
* xyz -2 2
Co 0.94546 -0.89168 0.88576
C 5.07286 -1.96467 4.41772
C 4.80430 -2.71421 3.27981
C 3.55202 -2.67028 2.69227
C 2.54371 -1.87926 3.23405
C 2.81928 -1.12576 4.37126
C 4.07516 -1.16731 4.95652
N 1.29349 -1.82280 2.57958
C 0.17040 -2.06380 3.23599
C 0.03481 -2.50475 4.59582
C -1.19974 -2.72687 5.12937
C -2.38912 -2.55450 4.37774
C -2.29788 -2.18644 3.06440
C -1.03965 -1.94700 2.48395
N -0.84114 -1.68421 1.14414
N -1.87365 -1.63740 0.41127
C -1.62078 -1.88245 -0.93712
C -2.55212 -1.41267 -1.86866
C -2.36474 -1.72167 -3.19738
C -1.26518 -2.48885 -3.56735
C -0.42645 -2.93941 -2.56316
N -0.60063 -2.67012 -1.27490
H 6.06327 -1.97222 4.85634
H 5.58576 -3.31357 2.82818
H 3.34618 -3.21215 1.77851
H 2.05188 -0.47386 4.77039
H 4.28475 -0.54121 5.81549
H 0.92484 -2.65388 5.18962
H -1.27210 -3.05008 6.16265
H -3.35457 -2.72540 4.83634
H -3.17830 -2.07107 2.44788
H -3.38329 -0.81528 -1.51996
H -3.06105 -1.36711 -3.94461
H -1.06532 -2.73194 -4.60222
H 0.43493 -3.55513 -2.80361
N -4.04029 1.95105 -7.04032
C -3.26587 2.13593 -5.87774
C -2.07452 2.85156 -5.92632
C -1.34678 3.08072 -4.76759
C -1.79213 2.58880 -3.55163
C -2.97226 1.86333 -3.49983
C -3.70846 1.64396 -4.65144
S -0.91245 2.98894 -2.04514
O 0.23142 3.75040 -2.49111
O -1.90704 3.68593 -1.24949
N -0.57573 1.63931 -1.31156
C 0.47452 0.87316 -1.67721
S 1.48738 1.15081 -3.08239
C 2.25345 -0.37530 -2.83350
C 1.76216 -0.95734 -1.73066
N 0.76883 -0.26398 -1.05836
H -3.49854 1.98038 -7.88996
H -4.61875 1.12601 -7.00980
H -1.71652 3.23082 -6.87790
H -0.41672 3.63260 -4.79048
H -3.30652 1.46993 -2.54922
H -4.63631 1.08209 -4.60714
H 3.08394 -0.70114 -3.43515
H 2.09284 -1.90235 -1.32696
O 4.28926 1.35022 2.05016
Se 3.71770 0.92944 0.57908
O 4.88892 0.46214 -0.44622
O 2.77730 -0.46380 0.87332
O 2.70747 2.04999 -0.03090
N -2.11274 3.62552 1.45283
C -1.01493 2.90787 1.91725
C -0.80776 1.58648 1.49182
N 0.25498 0.90824 1.87204
C 1.13095 1.51480 2.68570
C 0.87838 2.78604 3.14621
N -0.19300 3.49220 2.77500
H -2.24799 3.48485 0.45340
H -1.97178 4.61031 1.63292
H -1.51084 1.10302 0.82758
H 2.04897 0.99541 2.92296
H 1.58210 3.27066 3.81165
*
```

LUMO (spin up / spin down): 3.759 / 3.782 eV
F_max: 0.48 eV Å⁻¹



[3]
C56H52Cl2CsN2O4P2SSeTe as an isolated structure at a distorted geometry. Source: OMol25; level of theory: wB97M-V/def2-TZVPD.

```
! wB97M-V def2-TZVPD RIJCOSX def2/J DEFGRID3
* xyz -1 1
Cs -0.14544 -3.04547 0.44898
Cl 3.28596 -2.78032 0.16458
C 2.90200 -2.18987 -1.47675
Cl 1.49150 -1.12568 -1.50087
H 2.68369 -3.05663 -2.08974
H 3.75398 -1.61642 -1.82178
C 2.55787 6.52869 4.14359
C 1.54224 6.15389 3.04901
C 0.71633 7.39743 2.67496
C 0.60089 5.07358 3.57303
C -0.20773 5.28894 4.69148
C -1.10382 4.32938 5.12936
C -1.24696 3.13469 4.42712
C -0.46863 2.88192 3.30983
P -0.61070 1.44808 2.15784
C -2.02968 0.57641 2.92367
C -1.76127 -0.26240 4.00553
C -2.77974 -0.95297 4.64396
C -4.08855 -0.82503 4.19984
C -4.36536 -0.01435 3.10654
C -3.34246 0.67654 2.46669
C -1.38907 2.34913 0.76559
C -1.18643 1.83644 -0.51057
C -1.72566 2.47391 -1.62198
C -2.46266 3.63582 -1.46583
C -2.67696 4.15435 -0.19279
C -2.14616 3.51352 0.91503
C 0.47317 3.84760 2.94470
O 1.24017 3.48957 1.87438
C 2.13095 4.36830 1.33694
C 2.87939 3.83776 0.28211
C 3.77329 4.67801 -0.36294
C 3.92911 5.99636 0.05731
C 3.21232 6.46413 1.14581
C 2.29658 5.65451 1.82057
P 2.61508 2.05264 -0.05252
C 3.83824 1.71456 -1.36568
C 3.42176 1.94832 -2.67824
C 4.24679 1.64525 -3.75056
C 5.49356 1.07425 -3.52834
C 5.90794 0.81292 -2.23044
C 5.08831 1.13564 -1.15526
C 3.44304 1.41979 1.46048
C 2.91535 0.26941 2.03778
C 3.45309 -0.25211 3.20855
C 4.52551 0.38033 3.81414
C 5.06425 1.53202 3.24650
C 4.52667 2.04838 2.07959
H 2.04808 6.90431 5.03309
H 3.23747 7.30640 3.78955
H 3.15211 5.65912 4.42864
H 0.16958 7.77267 3.54236
H -0.00525 7.15875 1.89211
H 1.36422 8.19809 2.31248
H -0.13371 6.22984 5.22516
H -1.71671 4.51613 6.00276
H -1.98782 2.41026 4.74276
H -0.73766 -0.39152 4.34381
H -2.54695 -1.62268 5.46138
H -4.88318 -1.38230 4.68067
H -5.38089 0.07495 2.73660
H -3.56831 1.29116 1.60462
H -0.62813 0.92101 -0.65503
H -1.55939 2.04115 -2.59957
H -2.87597 4.13815 -2.33281
H -3.25889 5.05977 -0.06304
H -2.31954 3.92671 1.90283
H 4.36439 4.29526 -1.18587
H 4.62866 6.64692 -0.45373
H 3.36553 7.48391 1.48120
H 2.42699 2.34218 -2.86278
H 3.90103 1.82751 -4.76113
H 6.13040 0.81656 -4.36628
H 6.87140 0.35056 -2.04860
H 5.41816 0.91836 -0.14706
H 2.06909 -0.20034 1.54888
H 3.02704 -1.14908 3.64192
H 4.94406 -0.01981 4.73014
H 5.90275 2.03014 3.71880
H 4.94310 2.95322 1.64893
O -1.02731 -0.20084 -4.12002
H -1.39319 -0.47152 -3.23789
H -1.70192 0.34160 -4.53599
O -0.62032 -4.69494 -1.50774
O 0.82510 -4.30231 -1.60065
Se -2.24300 -1.63796 -1.39432
C -2.78441 -6.30188 0.43978
N -3.49078 -5.04628 0.62777
C -4.47413 -4.56814 -0.22432
C -4.80780 -3.33497 0.20744
N -4.04815 -3.09614 1.33225
C -3.20647 -4.12729 1.58553
S -2.07161 -4.23383 2.84290
H -3.50673 -7.09864 0.26427
H -2.22335 -6.50834 1.34743
H -2.09910 -6.21876 -0.40412
H -4.79410 -5.12188 -1.09166
H -5.45951 -2.59422 -0.21792
H -3.89904 -2.20045 1.77079
Te -0.92241 -3.44842 -2.96279
C -2.85411 -4.27662 -3.42293
C -3.93170 -3.45432 -3.73503
C -5.17805 -4.00933 -3.99496
C -5.36264 -5.38598 -3.91217
C -4.29161 -6.20545 -3.58342
C -3.03553 -5.65181 -3.35444
C -0.12797 -5.15279 -4.22285
C -0.33030 -5.04641 -5.59283
C 0.13986 -6.01838 -6.47250
C 0.82577 -7.11788 -5.97851
C 1.03923 -7.23409 -4.60859
C 0.56999 -6.25676 -3.73796
H -3.79811 -2.37903 -3.71991
H -6.01229 -3.36416 -4.24902
H -6.33911 -5.81572 -4.10418
H -4.42820 -7.27908 -3.51479
H -2.19422 -6.29490 -3.12599
H -0.87485 -4.19367 -5.99975
H -0.03221 -5.91554 -7.53873
H 1.19720 -7.87747 -6.65721
H 1.58089 -8.08887 -4.21618
H 0.75278 -6.32513 -2.67281
*
```

LUMO: 1.947 eV
F_max: 2.65 eV Å⁻¹



[4]
A 2-piece molecular cluster, C2H9N2O2 overall. Source: OMol25; level of theory: wB97M-V/def2-TZVPD.

```
! wB97M-V def2-TZVPD RIJCOSX def2/J DEFGRID3
* xyz 1 1
N 1.06232 0.82134 -1.62254
C 0.17069 0.16894 -0.62945
C 0.10305 1.08202 0.56795
N -0.77978 0.74252 1.50692
O 0.81764 2.06962 0.58881
H 1.35068 1.72371 -1.20541
H 1.83682 0.22098 -1.88649
H 0.55834 1.02626 -2.48665
H 0.47272 -0.85259 -0.42959
H -0.82580 0.13762 -1.03566
H -1.26285 -0.14011 1.44558
H -0.81784 1.29923 2.34821
H -0.52051 -2.84766 1.59688
H -1.34079 -3.08580 0.41977
O -0.82468 -2.36609 0.82167
*
```

LUMO: -3.499 eV
F_max: 0.87 eV Å⁻¹



[5]
An isolated molecule of CH6P2 at a distorted geometry. Source: OMol25; level of theory: wB97M-V/def2-TZVPD.

```
! wB97M-V def2-TZVPD RIJCOSX def2/J DEFGRID3
* xyz 0 1
C 0.96064 1.33219 0.27273
P 0.33460 -0.06904 1.46152
P -0.76089 -1.03722 -0.05066
H 1.09629 2.24433 0.77882
H 0.29257 1.36125 -0.51833
H 1.92477 1.07106 -0.23786
H -0.42795 -2.04708 -1.09630
H -1.40649 -2.05096 0.56106
H -2.01353 -0.80454 -1.17099
*
```

SMILES: CP=[PH3]
LUMO: -0.357 eV
F_max: 4.09 eV Å⁻¹